Run a
C3H3F3O in the gas phase, computed with ωB97M-V/def2-TZVPD.

Geometry as XYZ:
```
10
Properties=species:S:1:pos:R:3:lowdin_charge:R:1
C 0.700 -0.337 1.086 0.023
C 0.434 0.465 -0.823 -0.043
C -0.958 -0.079 -0.274 -0.590
O -0.697 -0.497 1.025 -0.013
F 0.642 1.753 -1.064 0.067
F -1.480 -1.081 -1.015 0.125
F -1.856 0.920 -0.277 0.130
H 1.194 -1.222 1.031 0.045
H 1.213 0.398 1.811 0.126
H 0.808 -0.320 -1.500 0.130
```

---

Run b
C3H3F3O in the gas phase, computed with ωB97M-V/def2-TZVPD.

SMILES: O=CCC(F)(F)F

Geometry as XYZ:
```
10
Properties=species:S:1:pos:R:3:lowdin_charge:R:1
O -0.795 -1.355 -1.539 0.054
C -0.741 -0.178 -1.293 -0.153
C 0.552 0.227 -0.290 0.012
C 0.155 -0.034 1.122 -0.671
F 0.983 0.782 1.854 0.096
F -1.098 0.418 1.462 0.106
F 0.194 -1.264 1.445 0.223
H -1.337 0.610 -1.821 0.129
H 1.356 -0.429 -0.558 0.125
H 0.732 1.222 -0.381 0.079
```

---

run b is preferred energetically. Next in line: 224.4 kJ/mol higher.

---

Run a
2 unconnected molecules or ions with the total composition C3H3F3O, computed with ωB97M-V/def2-TZVPD.

Geometry as XYZ:
```
10
Properties=species:S:1:pos:R:3:lowdin_charge:R:1
C -2.020 -0.863 0.630 -0.045
C -1.875 0.389 0.338 -0.179
C 1.291 0.200 -0.513 -0.402
O 2.066 1.170 -1.134 0.050
F -1.045 1.172 -0.251 0.072
F 1.634 -1.016 -0.849 0.136
F 1.198 0.414 0.852 0.057
H -1.254 -1.685 0.279 0.098
H -2.888 -1.207 1.265 0.067
H 2.893 1.426 -0.618 0.145
```

---

Run b
C3H3F3O in the gas phase, computed with ωB97M-V/def2-TZVPD.

SMILES: O[C@@H](F)/C(F)=C/F

Geometry as XYZ:
```
10
Properties=species:S:1:pos:R:3:lowdin_charge:R:1
O 0.802 -0.340 -0.725 0.089
C 0.018 -0.651 0.302 -0.463
F 0.353 0.055 1.402 0.050
C -1.445 -0.393 0.032 -0.152
F -1.901 -1.486 -0.711 0.049
C -2.073 0.671 0.467 -0.103
F -3.365 0.728 0.410 0.103
H 0.677 0.604 -0.821 0.116
H 0.141 -1.800 0.467 0.195
H -1.425 1.332 0.944 0.116
```

---

run b is preferred energetically. Next in line: 379.0 kJ/mol higher.

---

Run a
3 unconnected molecules or ions with the total composition C2H3F3O, computed with ωB97M-V/def2-TZVPD.

Geometry as XYZ:
```
9
Properties=species:S:1:pos:R:3:lowdin_charge:R:1
C 1.687 1.145 -0.754 0.122
C -0.789 -0.115 0.389 -0.255
O 2.388 0.687 0.026 0.112
F -0.242 1.110 0.706 -0.034
F -0.854 -0.259 -0.937 0.014
F 2.381 -1.046 0.267 -0.412
H -0.060 -0.822 0.743 0.104
H 0.950 1.236 -1.619 0.169
H -1.922 -0.142 0.875 0.181
```

---

Run b
C2H3F3O in the gas phase, computed with ωB97M-V/def2-TZVPD.

SMILES: CC(F)(F)OF

Geometry as XYZ:
```
9
Properties=species:S:1:pos:R:3:lowdin_charge:R:1
C 1.126 0.022 -0.034 0.035
C -0.398 -0.165 -0.008 -0.618
F -0.780 -0.562 -1.227 0.108
F -0.854 -1.172 0.778 0.096
O -1.133 1.000 0.439 0.064
F -2.552 0.812 0.160 -0.025
H 1.536 -0.136 -1.124 0.129
H 1.498 -0.822 0.516 0.065
H 1.555 1.022 0.499 0.146
```

---

Run c
C2H3F3O in the gas phase, computed with ωB97M-V/def2-TZVPD.

SMILES: OCC(F)(F)F

Geometry as XYZ:
```
9
Properties=species:S:1:pos:R:3:lowdin_charge:R:1
O -1.030 0.820 -0.979 -0.002
C -0.238 -0.271 -0.637 -0.168
C 0.401 -0.175 0.737 -0.654
F -0.548 -0.249 1.711 0.124
F 0.951 1.017 0.835 0.158
F 1.297 -1.112 0.973 0.172
H -0.604 1.614 -0.670 0.087
H 0.591 -0.450 -1.362 0.144
H -0.821 -1.193 -0.609 0.139
```

---

run c is preferred energetically. Next in line: 380.8 kJ/mol higher.

---

Run a
A molecular structure, C7H13NO, computed with ωB97M-V/def2-TZVPD.

Geometry as XYZ:
```
22
Properties=species:S:1:pos:R:3:lowdin_charge:R:1
C -0.205 1.179 1.515 -0.045
C -1.324 -0.249 -0.270 -0.443
C -1.250 1.074 0.532 -0.415
C -1.618 -0.113 -1.611 0.128
O -1.933 -1.278 0.467 0.002
N -2.082 1.968 0.123 0.133
H -2.891 -1.173 0.414 0.111
H -1.988 2.828 0.670 0.051
H 0.040 2.179 1.857 0.066
H -0.248 0.443 2.313 0.077
H 0.803 0.349 0.843 0.104
H -1.236 0.734 -2.159 0.070
H -2.168 -0.875 -2.144 0.079
C 2.073 -0.100 -1.136 -0.089
C 1.396 -0.640 0.086 -0.344
C 1.838 -1.670 0.811 0.027
H 0.010 -0.658 -0.223 0.133
H 1.323 0.301 -1.828 0.066
H 2.743 0.725 -0.879 0.083
H 2.629 -0.861 -1.678 0.077
H 2.813 -2.112 0.645 0.063
H 1.275 -2.054 1.653 0.064
```

---

Run b
C7H13NO in the gas phase, computed with ωB97M-V/def2-TZVPD.

SMILES: C[C@]12CCN1C[C@@H](O)C2

Geometry as XYZ:
```
22
Properties=species:S:1:pos:R:3:lowdin_charge:R:1
C 0.046 -1.982 0.561 -0.103
C -0.298 -0.581 0.269 -0.442
C -1.446 -0.252 1.484 -0.066
C -1.918 1.089 0.511 -0.010
N -1.069 0.204 -0.664 -0.060
C -0.165 0.979 -1.346 -0.242
C 1.254 0.411 -1.228 -0.370
O 2.293 1.243 -1.783 -0.008
C 1.173 0.201 0.237 -0.075
H 0.718 -2.226 1.474 0.124
H -0.718 -2.764 0.677 0.076
H 0.762 -2.345 -0.155 0.062
H -2.170 -1.252 1.363 0.132
H -0.974 0.034 2.566 0.125
H -2.833 1.522 0.299 0.038
H -1.264 1.919 1.090 0.126
H -0.177 2.040 -1.259 0.114
H -0.527 1.000 -2.412 0.132
H 1.251 -0.576 -1.558 0.124
H 3.019 0.600 -1.610 0.108
H 1.824 -0.456 0.721 0.077
H 1.219 1.193 0.764 0.137
```

---

Run c
2 unconnected molecules or ions with the total composition C7H13NO, computed with ωB97M-V/def2-TZVPD.

Geometry as XYZ:
```
22
Properties=species:S:1:pos:R:3:lowdin_charge:R:1
C 0.440 -0.802 0.924 -0.189
C -1.254 2.028 1.104 -0.098
C 1.897 -0.857 0.582 -0.108
C -0.378 -2.053 0.885 -0.107
C -0.737 0.808 -0.908 -0.445
C 0.019 -0.259 -1.445 -0.111
C 0.751 -0.237 -2.551 -0.030
O -1.341 1.707 -1.734 0.089
N -0.832 0.845 0.385 -0.012
H -1.973 2.256 -1.250 0.098
H 0.302 -0.271 1.860 0.092
H -2.345 2.152 1.065 0.085
H -0.996 1.904 2.158 0.076
H -0.784 2.954 0.747 0.087
H -0.136 -2.665 0.020 0.076
H 2.096 -1.515 -0.261 0.073
H 2.441 -1.218 1.470 0.087
H 2.294 0.131 0.346 0.085
H -1.442 -1.819 0.862 0.079
H -0.191 -2.626 1.808 0.084
H 1.304 -1.112 -2.886 0.039
H 0.864 0.651 -3.180 0.051
```

---

run c is preferred energetically. Next in line: 60.0 kJ/mol higher.